Entry 1:
Computed, not measured: a structure of composition C17H17BrLu, with ωB97M-V/def2-TZVPD.

The geometry in XYZ format:
```
36
Properties=species:S:1:pos:R:3
C -3.307 1.776 -0.475
C -3.015 1.886 0.914
C -1.702 2.435 1.049
H -3.703 1.661 1.724
C -1.171 2.648 -0.265
C -2.165 2.239 -1.210
H -2.104 2.347 -2.293
H -4.262 1.458 -0.893
H -1.233 2.710 1.991
H -0.220 3.120 -0.511
Lu -1.501 0.190 -0.017
Br -1.790 -0.899 2.282
C -1.049 -2.210 -1.402
C -1.206 -1.204 -2.413
C -2.544 -0.715 -2.334
H -0.476 -0.937 -3.177
C -3.211 -1.402 -1.266
C -2.282 -2.321 -0.692
H -2.503 -3.020 0.111
H -0.177 -2.845 -1.253
H -3.014 -0.013 -3.024
H -4.264 -1.305 -0.992
C 1.171 0.179 0.361
C 2.454 -0.201 0.811
C 3.301 0.727 1.502
C 4.607 0.387 1.848
C 5.125 -0.889 1.555
C 4.298 -1.814 0.900
C 2.994 -1.495 0.543
H 0.849 1.212 0.546
H 0.757 -0.415 -0.471
H 2.905 1.734 1.696
H 5.247 1.121 2.352
H 6.150 -1.149 1.831
H 4.690 -2.803 0.666
H 2.349 -2.192 0.005
```

net charge	-1
orbital gap	5.762	eV
ΔE to the lowest compared entry with this formula, charge and spin	0.499	eV
HOMO	-2.639	eV

Results of the Löwdin charge analysis, in e, for atoms 1 through 8: -0.241, -0.269, -0.233, 0.094, -0.223, -0.229, 0.101, 0.104



Entry 2:
Computed, not measured: an isolated molecule of C17H17BrN4O4S, with ωB97M-V/def2-TZVPD.

The geometry in XYZ format:
```
44
Properties=species:S:1:pos:R:3
C -7.677 -0.240 -0.092
H -7.677 0.359 0.815
C -6.279 -0.240 -0.700
N -5.788 1.082 -1.027
S -5.172 1.987 0.244
O -5.122 3.340 -0.228
O -5.854 1.713 1.478
C -3.525 1.312 0.326
C -3.161 0.469 1.357
C -1.890 -0.077 1.388
C -0.983 0.233 0.374
C -1.365 1.093 -0.660
C -2.636 1.630 -0.684
H -2.954 2.301 -1.464
H -0.658 1.337 -1.441
N 0.310 -0.280 0.342
C 0.916 -1.144 1.214
O 0.401 -1.627 2.200
C 2.304 -1.452 0.832
C 3.212 -2.271 1.452
C 4.385 -2.226 0.671
C 4.117 -1.386 -0.374
O 2.860 -0.907 -0.282
C 4.973 -0.924 -1.510
N 6.154 -0.249 -1.033
C 6.222 0.936 -0.393
C 7.554 1.129 -0.096
C 8.216 -0.003 -0.594
N 7.346 -0.820 -1.150
H 9.260 -0.235 -0.567
Br 8.307 2.610 0.786
H 5.364 1.545 -0.199
H 5.326 -1.776 -2.098
H 4.390 -0.254 -2.149
H 5.305 -2.743 0.849
H 3.043 -2.826 2.351
H 0.875 0.030 -0.438
H -1.591 -0.736 2.186
H -3.878 0.257 2.134
H -6.436 1.632 -1.571
H -5.561 -0.661 0.008
H -6.257 -0.842 -1.614
H -7.980 -1.255 0.152
H -8.395 0.180 -0.794
```

net charge	0
orbital gap	8.982	eV
SMILES	CCNS(=O)(=O)c1ccc(NC(=O)c2ccc(Cn3cc(Br)cn3)o2)cc1
ΔE to the lowest compared entry with this formula, charge and spin	0.000	eV
HOMO	-8.955	eV

Results of the Löwdin charge analysis, in e, for atoms 1 through 8: -0.088, 0.059, -0.295, -0.148, 0.650, -0.292, -0.293, -0.290



Entry 3:
Computed, not measured: a structure of composition C17H17BrNO12P2Ru, with ωB97M-V/def2-TZVPD.

The geometry in XYZ format:
```
51
Properties=species:S:1:pos:R:3
Ru -0.307 -0.948 -0.965
O -4.003 -2.629 0.559
P -3.164 -2.483 -0.830
O -3.599 -3.525 -1.774
O -1.718 -2.384 -0.375
O -3.633 -0.996 -1.251
P -3.066 -0.007 -2.426
O -3.206 1.403 -1.659
O -3.912 -0.004 -3.621
O -1.578 -0.325 -2.537
H -4.765 -3.184 0.363
H -2.596 1.414 -0.904
O 5.452 2.106 -3.332
C 4.442 2.751 -2.999
O 4.300 3.971 -2.784
C 3.224 1.882 -2.583
C 2.042 2.483 -2.166
C 0.981 1.701 -1.752
N 1.062 0.371 -1.717
C 2.164 -0.227 -2.193
C 3.262 0.493 -2.625
C 2.074 -1.733 -2.246
O 2.982 -2.409 -2.679
O 0.929 -2.216 -1.831
H 1.985 3.563 -2.170
H 0.033 2.125 -1.447
H 4.141 -0.018 -2.990
Br 2.869 -1.470 4.988
C 2.024 -1.330 3.278
C 0.927 -2.124 2.996
C 0.310 -2.000 1.757
C 0.755 -1.095 0.782
C 1.889 -0.341 1.110
C 2.523 -0.442 2.345
H 0.559 -2.829 3.730
H -0.544 -2.628 1.534
H 2.307 0.365 0.401
H 3.392 0.163 2.570
C -2.243 0.724 2.755
C -0.836 1.312 2.668
C -0.771 1.747 1.218
O -1.494 0.744 0.483
C -2.438 0.085 1.383
H -2.981 1.511 2.928
H -2.339 -0.016 3.549
H -0.086 0.544 2.860
H -0.671 2.145 3.352
H 0.238 1.804 0.818
H -1.272 2.712 1.072
H -2.203 -0.975 1.383
H -3.439 0.220 0.976
```

net charge	-2
orbital gap (spin up / spin down)	7.325 / 7.249	eV
spin multiplicity	2
ΔE to the lowest compared entry with this formula, charge and spin	0.250	eV
HOMO (spin up / spin down)	-3.652 / -3.576	eV

Results of the Löwdin charge analysis, in e, for atoms 1 through 8: 1.359, -0.151, 0.201, -0.290, -0.409, -0.288, 0.199, -0.146



Entry 4:
Computed, not measured: a structure of composition C17H17BrNO12P2Ru, with ωB97M-V/def2-TZVPD.

The geometry in XYZ format:
```
51
Properties=species:S:1:pos:R:3
Ru 1.368 -0.895 -0.812
O 3.431 -0.396 -2.114
P 4.174 -1.490 -1.151
O 5.620 -1.268 -1.064
O 3.265 -1.363 0.083
O 3.839 -2.881 -1.871
P 2.475 -3.769 -1.601
O 2.648 -4.147 -0.048
O 2.501 -4.981 -2.425
O 1.307 -2.792 -1.725
H 3.786 -0.338 -3.007
H 2.780 -3.328 0.463
O 1.813 5.816 1.240
C 0.955 5.345 0.466
O 0.019 5.903 -0.137
C 1.110 3.829 0.173
C 2.026 3.060 0.883
C 2.123 1.703 0.636
N 1.369 1.104 -0.288
C 0.503 1.833 -1.000
C 0.339 3.191 -0.793
C -0.271 1.062 -2.032
O -1.150 1.594 -2.686
O 0.108 -0.179 -2.163
H 2.646 3.543 1.625
H 2.813 1.057 1.166
H -0.388 3.747 -1.367
Br -2.448 -2.785 4.335
C -1.301 -2.233 2.911
C -1.166 -3.041 1.797
C -0.334 -2.621 0.763
C 0.352 -1.404 0.827
C 0.187 -0.622 1.966
C -0.628 -1.028 3.015
H -1.696 -3.982 1.728
H -0.231 -3.245 -0.114
H 0.679 0.337 2.059
H -0.748 -0.405 3.891
C -4.035 0.900 0.490
C -4.232 0.122 -0.816
C -2.839 -0.473 -1.086
O -1.938 0.186 -0.200
C -2.577 1.315 0.366
H -4.161 0.245 1.355
H -4.713 1.748 0.590
H -4.512 0.807 -1.618
H -5.003 -0.646 -0.743
H -2.518 -0.311 -2.117
H -2.789 -1.542 -0.867
H -2.472 2.185 -0.296
H -2.087 1.533 1.315
```

net charge	-2
orbital gap (spin up / spin down)	7.381 / 7.324	eV
spin multiplicity	2
ΔE to the lowest compared entry with this formula, charge and spin	0.143	eV
HOMO (spin up / spin down)	-3.604 / -3.546	eV

Results of the Löwdin charge analysis, in e, for atoms 1 through 8: 1.332, -0.176, 0.193, -0.281, -0.404, -0.269, 0.205, -0.146



Entry 5:
Computed, not measured: a structure of composition C17H17Cl2CrN4S3, with ωB97M-V/def2-TZVPD.

The geometry in XYZ format:
```
44
Properties=species:S:1:pos:R:3
Cr -0.423 1.602 -0.611
Cl -2.144 3.012 -1.420
C -3.095 3.413 0.025
C -4.238 4.154 -0.196
C -5.015 4.491 0.900
C -4.631 4.081 2.166
C -3.476 3.338 2.342
Cl -3.046 2.858 3.943
C -2.651 2.969 1.266
S -1.190 2.044 1.531
H -4.510 4.457 -1.196
H -5.916 5.070 0.766
H -5.225 4.334 3.032
C -0.317 -2.720 0.600
N 0.115 -2.585 -0.773
C 1.111 -3.488 -1.341
C 1.141 -3.091 -2.827
N 0.266 -1.913 -2.869
C -0.399 -1.761 -1.679
S -1.655 -0.666 -1.455
H 0.555 -2.748 1.253
H -0.889 -3.642 0.724
H -0.946 -1.871 0.858
H 0.803 -4.524 -1.190
H 2.074 -3.341 -0.846
H 0.758 -3.886 -3.466
H 2.145 -2.831 -3.160
H -0.280 -1.729 -3.696
N 1.122 1.236 -2.401
C 1.873 0.579 -1.391
N 1.339 0.589 -0.208
C 2.109 -0.091 0.717
C 1.816 -0.251 2.070
C 2.707 -0.971 2.838
C 3.867 -1.522 2.279
C 4.170 -1.364 0.943
C 3.275 -0.638 0.162
S 3.371 -0.261 -1.539
H 0.706 0.551 -3.032
H 1.671 1.902 -2.936
H 0.918 0.185 2.488
H 2.512 -1.110 3.892
H 4.545 -2.078 2.911
H 5.075 -1.782 0.523
```

net charge	+1
orbital gap (spin up / spin down)	7.006 / 7.368	eV
spin multiplicity	5
ΔE to the lowest compared entry with this formula, charge and spin	0.377	eV
HOMO (spin up / spin down)	-10.089 / -10.463	eV

Results of the Löwdin charge analysis, in e, for atoms 1 through 8: 0.218, 0.737, -0.579, -0.103, -0.066, -0.096, -0.680, 0.693



Entry 6:
Computed, not measured: an isolated molecule of C17H17Cl2N3O3, with ωB97M-V/def2-TZVPD.

The geometry in XYZ format:
```
42
Properties=species:S:1:pos:R:3
C -2.963 -1.481 -0.199
C -3.832 -0.127 0.229
C -3.277 1.168 -0.519
N -1.989 1.600 0.309
C -0.662 1.538 -0.038
C 0.614 1.534 0.424
C 0.993 1.786 1.761
N 1.279 2.368 2.671
N 1.559 1.409 -0.680
C 0.796 1.007 -1.630
O -0.515 0.950 -1.691
C 1.499 0.543 -3.076
O 1.848 -0.754 -2.635
C 2.755 -1.096 -1.949
C 2.528 -1.443 -0.602
C 3.505 -1.926 0.377
C 4.761 -1.533 0.197
C 5.144 -1.083 -1.166
C 4.026 -0.695 -2.252
H 4.368 -0.514 -3.173
H 6.217 -0.703 -1.463
Cl 6.066 -1.955 1.105
H 3.173 -2.230 1.210
Cl 0.857 -2.102 -0.267
H 2.269 1.333 -3.447
H 0.544 0.491 -3.744
C -2.198 1.817 1.851
H -3.042 2.617 1.564
H -1.267 2.025 2.208
C -2.792 0.463 2.384
C -1.635 -0.427 2.495
H -1.970 -1.309 2.935
H -1.026 -0.096 3.365
H -0.951 -0.619 1.851
O -3.797 -0.022 1.659
H -3.291 0.755 3.102
H -3.848 2.078 -0.422
H -2.927 0.655 -1.489
H -4.717 -0.321 -0.190
H -3.068 -1.797 -1.378
H -1.926 -1.387 -0.042
H -3.104 -2.518 0.354
```

net charge	0
orbital gap	8.378	eV
SMILES	C[C@@H]1CN(c2oc(COc3ccc(Cl)cc3Cl)nc2C#N)C[C@H](C)O1
ΔE to the lowest compared entry with this formula, charge and spin	11.823	eV
HOMO	-8.043	eV

Results of the Löwdin charge analysis, in e, for atoms 1 through 8: -0.037, -0.239, 0.014, -0.055, -0.003, -0.233, -0.204, 0.182



Entry 7:
Computed, not measured: a structure of composition C17H17ClF4N2Os, with ωB97M-V/def2-TZVPD.

The geometry in XYZ format:
```
42
Properties=species:S:1:pos:R:3
Os -0.149 -0.083 -1.148
C 1.615 -2.454 -1.984
N 1.782 -0.993 -1.769
C 2.275 -0.377 -3.027
C 2.755 -0.743 -0.666
C 2.005 -0.611 0.644
N 0.926 0.380 0.428
C 0.812 1.442 1.290
C 0.584 2.760 0.843
F 0.504 3.020 -0.426
C 0.459 3.895 1.734
F 0.234 5.038 1.164
C 0.591 3.771 3.086
C 0.832 2.485 3.544
F 0.959 2.248 4.808
C 0.925 1.345 2.670
F 1.096 0.185 3.247
H 2.573 -2.906 -2.251
H 0.906 -2.626 -2.790
H 1.244 -2.926 -1.074
H 3.260 -0.774 -3.286
H 2.348 0.702 -2.904
H 1.585 -0.605 -3.838
H 3.284 0.185 -0.881
H 3.488 -1.551 -0.623
H 2.686 -0.310 1.439
H 1.570 -1.570 0.941
H 0.514 4.616 3.757
Cl -1.764 -0.920 -2.799
C -2.665 -1.209 -1.293
C -3.318 -2.404 -1.096
C -3.865 -2.633 0.158
C -3.707 -1.694 1.179
C -3.041 -0.508 0.953
C -2.523 -0.201 -0.318
C -1.850 1.068 -0.656
H -3.396 -3.137 -1.887
H -4.404 -3.552 0.342
H -4.127 -1.896 2.156
H -2.959 0.231 1.740
H -1.834 1.777 0.167
H -2.210 1.537 -1.573
```

net charge	+2
orbital gap (spin up / spin down)	7.750 / 4.999	eV
spin multiplicity	5
ΔE to the lowest compared entry with this formula, charge and spin	0.527	eV
HOMO (spin up / spin down)	-14.276 / -15.370	eV

Results of the Löwdin charge analysis, in e, for atoms 1 through 8: 1.352, -0.071, -0.423, -0.072, -0.167, -0.178, -0.177, -0.166



Entry 8:
Computed, not measured: a structure of composition C17H17CsF2KN4O6S2, with ωB97M-V/def2-TZVPD.

The geometry in XYZ format:
```
50
Properties=species:S:1:pos:R:3
C -3.129 0.900 0.549
C -2.733 -0.576 0.620
C -1.971 -0.920 1.925
C -0.506 -0.401 1.942
C 0.357 -0.661 3.032
N 1.588 -0.292 3.109
C 2.058 0.392 2.041
C 3.410 0.825 2.021
C 3.942 1.506 1.011
C 3.151 1.844 -0.117
O 3.686 2.560 -1.161
N 3.966 1.613 -2.274
O 3.243 1.787 -3.148
C 1.839 1.462 -0.167
C 1.262 0.696 0.955
N -0.097 0.299 0.908
H -4.037 1.008 -0.031
H -3.262 1.342 1.528
H -2.368 1.477 0.034
H -3.630 -1.176 0.535
H -2.149 -0.844 -0.261
H -2.502 -0.550 2.790
H -1.889 -2.003 1.957
H -0.038 -1.224 3.864
H 4.030 0.593 2.869
H 4.968 1.823 1.016
H 1.195 1.752 -1.041
N 3.322 6.257 -0.877
S 3.130 5.628 0.571
O 2.703 6.527 1.585
O 4.003 4.572 0.939
F 1.736 4.801 0.277
S 4.608 7.215 -0.960
O 4.559 7.983 -2.150
O 5.825 6.613 -0.559
F 4.298 8.269 0.178
Cs 0.154 -0.840 -1.198
K 0.726 6.341 -1.165
C -3.474 -5.213 -1.090
C -4.620 -5.277 -1.870
C -4.931 -6.448 -2.546
C -4.100 -7.554 -2.436
C -2.956 -7.490 -1.653
C -2.640 -6.317 -0.982
H -3.233 -4.297 -0.559
H -5.272 -4.417 -1.951
H -5.821 -6.499 -3.158
H -4.345 -8.468 -2.960
H -2.311 -8.354 -1.566
H -1.746 -6.267 -0.374
```

net charge	+1
orbital gap	7.581	eV
HOMO	-11.472	eV

Results of the Löwdin charge analysis, in e, for atoms 1 through 8: -0.088, -0.276, -0.108, -0.261, -0.057, 0.176, -0.214, 0.027



no.,maximum force (eV Å⁻¹)
1,3.3
2,1.3
3,1.2
4,0.8
5,0.4
6,12.2
7,0.7
8,4.6